[1]
Density functional theory data (ωB97M-V with the def2-TZVPD basis set) for 9 unconnected molecules or ions with the total composition C53H119N5O9 at a distorted geometry.

Properties
Charge: 0
Maximum force: 3.85 eV/A
HOMO energy: -0.294 Ha
ΔE to the lowest compared entry with this formula, charge and spin: 73.00 kcal per mole
Spin multiplicity: 1
LUMO level: 0.5 eV
HOMO-LUMO gap: 8.51 eV
E_tot: -3041.33118 Eh

The geometry in XYZ format:
```
186
Properties=species:S:1:pos:R:3:lowdin_charge:R:1
C -1.97205 -3.51854 6.33304 -0.026
C -2.56993 -4.37750 5.18755 -0.451
C -2.92849 -5.80432 5.73938 -0.029
C -3.88073 -3.66780 4.74812 -0.149
C -4.55375 -4.31293 3.53485 -0.142
C -3.54498 -4.26453 2.34979 -0.132
C -2.11858 -4.73396 2.63947 -0.447
C -2.19210 -6.27286 2.49935 -0.033
C -1.13683 -4.13230 1.54672 0.000
N -1.64511 -4.40475 4.00430 -0.124
O -0.45930 -5.00740 4.35580 -0.022
H -2.62418 -3.37932 7.19528 0.087
H -1.02083 -3.97247 6.61096 0.081
H -1.82145 -2.53413 5.88991 0.078
H -2.22093 -6.10663 6.51144 0.075
H -3.90525 -5.94380 6.20261 0.082
H -2.97958 -6.61877 5.01677 0.058
H -4.60233 -3.55280 5.55692 0.123
H -3.57593 -2.67515 4.41670 0.103
H -4.76659 -5.33961 3.83274 0.100
H -5.44418 -3.77087 3.21645 0.089
H -3.54517 -3.28424 1.87321 0.100
H -3.90631 -4.88525 1.52988 0.113
H -3.13390 -6.69220 2.85327 0.074
H -1.35145 -6.74988 3.00320 0.075
H -2.26618 -6.56199 1.45101 0.087
H -1.63365 -4.06481 0.57888 0.049
H -0.18246 -4.65653 1.49711 0.080
H -0.83863 -3.11703 1.80828 0.072
H -0.66204 -5.94545 4.37934 0.079
C -1.79836 -0.69245 -5.04220 -0.027
C -1.33191 -2.19231 -4.87767 -0.455
C -1.02563 -2.75226 -6.29014 -0.038
C 0.02413 -2.16500 -4.08109 -0.127
C -0.15586 -1.96497 -2.58088 -0.182
C -0.92819 -3.17447 -2.05039 -0.132
C -2.33740 -3.23844 -2.70877 -0.467
C -2.91621 -4.63716 -2.41304 -0.036
C -3.20529 -2.22137 -1.94837 -0.034
N -2.35770 -3.01142 -4.17429 -0.127
O -3.58804 -3.12754 -4.78085 0.006
H -2.65903 -0.71190 -5.71077 0.071
H -2.12387 -0.16740 -4.14416 0.070
H -1.02565 -0.14814 -5.58510 0.059
H -0.11576 -2.31116 -6.69716 0.084
H -0.85678 -3.82280 -6.17384 0.082
H -1.87149 -2.60735 -6.96218 0.077
H 0.45406 -3.14389 -4.29331 0.118
H 0.70019 -1.35912 -4.36675 0.108
H 0.81930 -1.84806 -2.10813 0.094
H -0.60293 -1.00125 -2.33699 0.097
H -1.01669 -3.05456 -0.97063 0.079
H -0.35018 -4.09816 -2.07863 0.122
H -2.88496 -4.90640 -1.35728 0.069
H -2.42289 -5.44939 -2.94690 0.085
H -3.95790 -4.68853 -2.72980 0.077
H -2.86497 -1.18763 -1.88783 0.078
H -3.41282 -2.53855 -0.92640 0.063
H -4.21772 -2.35486 -2.32952 0.082
H -3.52860 -3.91363 -5.32870 0.106
C 5.64962 1.81043 0.53816 -0.013
C 5.82712 3.24513 1.02687 -0.468
C 4.92392 3.53950 2.26808 -0.028
C 7.24267 3.48094 1.57063 -0.170
C 8.30965 3.51863 0.53114 -0.196
C 8.00534 4.69763 -0.38113 -0.105
C 6.58275 4.55698 -1.05742 -0.505
C 6.13530 5.86629 -1.69390 -0.049
C 6.65601 3.63238 -2.25796 -0.039
N 5.53363 4.20092 -0.09317 -0.123
O 4.22182 4.15670 -0.51986 -0.001
H 5.66144 1.11903 1.38072 0.095
H 4.68093 1.76333 0.04064 0.072
H 6.47444 1.47263 -0.08927 0.073
H 3.88606 3.34261 1.99939 0.065
H 5.31067 3.02139 3.14562 0.083
H 5.00863 4.60207 2.49582 0.090
H 7.26504 4.38137 2.18448 0.122
H 7.48030 2.68158 2.27252 0.123
H 9.28267 3.72020 0.97914 0.116
H 8.34228 2.55637 0.02016 0.108
H 8.82142 4.57074 -1.09247 0.114
H 8.08978 5.67869 0.08629 0.120
H 5.13103 5.84391 -2.11704 0.076
H 6.87378 6.25486 -2.39516 0.089
H 5.99373 6.50771 -0.82405 0.085
H 6.90919 2.65518 -1.84679 0.065
H 7.38663 3.87835 -3.02854 0.095
H 5.64400 3.45323 -2.62106 0.064
H 4.21272 3.28182 -0.91497 0.055
C -3.56254 -0.08272 1.33747 -0.002
C -4.53797 0.94745 2.07612 -0.426
C -3.76540 1.86987 3.09577 -0.038
C -5.17348 2.01887 1.14208 -0.161
C -6.28705 1.51331 0.27161 -0.188
C -7.41727 0.99272 1.19553 -0.135
C -6.96281 -0.11888 2.19921 -0.461
C -8.00472 -0.14773 3.29302 -0.052
C -7.00932 -1.51902 1.45037 -0.018
N -5.62770 0.24241 2.80894 -0.096
O -5.12009 -0.60536 3.84686 -0.018
H -4.16880 -0.70939 0.68338 0.052
H -2.77070 0.45381 0.81476 0.058
H -3.02525 -0.78461 1.97525 0.067
H -2.94652 1.32226 3.56231 0.065
H -3.31190 2.74542 2.63117 0.077
H -4.40979 2.14514 3.93068 0.079
H -5.54337 2.90539 1.65723 0.122
H -4.42235 2.40989 0.45579 0.117
H -6.67133 2.27665 -0.40495 0.111
H -6.02499 0.71124 -0.41839 0.104
H -8.15786 0.58100 0.50989 0.110
H -8.02632 1.80880 1.58432 0.112
H -7.59152 -0.76112 4.09372 0.076
H -8.96273 -0.49006 2.90170 0.091
H -8.11796 0.86324 3.68445 0.084
H -6.42284 -1.50601 0.53170 0.061
H -7.97959 -1.79255 1.03581 0.076
H -6.65840 -2.33478 2.08242 0.057
H -5.42503 -0.16360 4.64276 0.095
C 0.78328 1.97095 -3.46559 -0.041
C 1.29698 3.38245 -3.70213 -0.478
C 0.88389 4.13763 -2.42482 -0.030
C 2.84138 3.42158 -3.88179 -0.105
C 3.39854 2.74930 -5.19848 -0.176
C 2.76825 3.37718 -6.40296 -0.132
C 1.19095 3.64053 -6.31283 -0.447
C 0.86235 4.85920 -7.27360 -0.023
C 0.50318 2.39013 -6.76664 -0.056
N 0.76990 4.00508 -4.94152 -0.148
O -0.52597 4.40419 -4.87517 0.004
H 1.38157 1.18831 -3.93207 0.067
H 0.76502 1.71729 -2.40568 0.060
H -0.26804 1.84404 -3.72393 0.080
H -0.14316 4.03498 -2.07450 0.085
H 1.55760 3.94433 -1.59004 0.072
H 0.94631 5.20199 -2.65139 0.087
H 3.03771 4.48058 -4.04934 0.119
H 3.35505 3.18385 -2.95027 0.087
H 4.47866 2.87164 -5.27888 0.110
H 3.09624 1.70675 -5.09944 0.095
H 2.94332 2.63448 -7.18132 0.115
H 3.35110 4.28801 -6.54001 0.119
H -0.18897 4.94046 -7.54970 0.072
H 1.47028 4.81363 -8.17718 0.076
H 1.03771 5.83199 -6.81421 0.082
H -0.58498 2.34082 -6.72709 0.075
H 0.67858 1.54685 -6.09865 0.065
H 0.67100 2.17826 -7.82259 0.095
H -1.07199 3.68910 -5.21001 0.085
C 2.70927 -1.33827 4.51652 -0.069
C 1.74943 -2.27883 3.82798 -0.316
O 0.49385 -2.28204 4.49584 -0.089
H 2.76385 -1.34878 5.60510 0.081
H 2.29508 -0.37214 4.22818 0.039
H 3.68388 -1.33744 4.02843 0.078
H 2.20461 -3.25439 3.65713 0.111
H 1.41943 -1.85863 2.87791 0.081
H 0.05816 -3.12268 4.33744 0.021
C 2.18187 -3.17636 0.44993 -0.085
C 3.33467 -2.31722 -0.09370 -0.294
O 3.80966 -1.63615 1.04656 -0.089
H 2.45896 -3.76557 1.32408 0.077
H 1.87686 -3.98609 -0.21295 0.064
H 1.26124 -2.59857 0.53166 0.034
H 3.17043 -1.61496 -0.91099 0.094
H 4.13822 -2.92959 -0.50288 0.106
H 3.23259 -0.87953 1.17348 0.017
C 2.83531 2.50596 4.78946 -0.083
C 1.78538 3.33809 4.10567 -0.304
O 0.97452 2.50362 3.29061 -0.088
H 2.30572 1.71449 5.31975 0.072
H 3.54459 3.01845 5.43937 0.085
H 3.41326 2.00704 4.01154 0.052
H 2.21391 4.05186 3.40211 0.104
H 1.22425 3.97189 4.79235 0.113
H 0.46350 1.89704 3.83145 0.093
C 0.10509 0.12838 0.83332 -0.051
C 1.49719 0.66232 0.39874 -0.253
O 2.43493 0.71975 1.51725 -0.105
H -0.57411 0.42912 0.03561 0.063
H -0.18936 0.61889 1.76111 0.070
H 0.18041 -0.95788 0.88309 0.044
H 1.33199 1.67021 0.01799 0.096
H 1.81662 0.16210 -0.51550 0.093
H 2.11472 1.43631 2.07006 0.038
```


[2]
Density functional theory data (ωB97M-V with the def2-TZVPD basis set) for 13 unconnected molecules or ions with the total composition C53H121Cl10NO2 at a distorted geometry.

Properties
Charge: 0
Maximum force: 2.78 eV/A
HOMO energy: -0.394 Ha
ΔE to the lowest compared entry with this formula, charge and spin: 41.97 kcal per mole
Spin multiplicity: 1
LUMO level: 0.0 eV
HOMO-LUMO gap: 10.74 eV
E_tot: -6898.88737 Eh

The geometry in XYZ format:
```
187
Properties=species:S:1:pos:R:3:lowdin_charge:R:1
C 6.29687 0.09868 -10.06522 -0.111
C 7.63148 0.58853 -9.35381 -0.227
C 7.91586 2.13554 -9.24978 -0.198
C 8.33438 2.88077 -10.55890 -0.218
C 8.59670 4.41294 -10.40231 -0.276
C 8.50709 5.13071 -11.73203 -0.129
H 6.34160 0.28533 -11.13817 0.054
H 5.37285 0.54275 -9.69497 0.060
H 6.03317 -0.95764 -10.01274 0.058
H 7.48345 0.14360 -8.36982 0.086
H 8.49974 0.09048 -9.78527 0.090
H 8.55515 2.47962 -8.43677 0.103
H 6.90649 2.50629 -9.07139 0.094
H 9.28867 2.48574 -10.90730 0.102
H 7.65645 2.70486 -11.39410 0.102
H 7.82453 4.86980 -9.78333 0.097
H 9.46687 4.57913 -9.76725 0.103
H 7.47097 5.15320 -12.06976 0.073
H 8.81184 6.17161 -11.62365 0.066
H 9.13599 4.73313 -12.52860 0.071
C 4.11497 -4.55904 4.32308 -0.134
C 2.79933 -5.24617 4.64348 -0.249
C 2.44790 -6.48622 3.76273 -0.222
C 1.18560 -7.25941 4.09797 -0.240
C -0.06386 -6.44833 4.39801 -0.253
C -1.40937 -7.08473 3.80428 -0.092
H 4.22359 -4.46299 3.24277 0.063
H 5.00482 -5.09302 4.65643 0.068
H 4.34385 -3.54568 4.65295 0.063
H 2.91885 -5.52771 5.68969 0.106
H 2.00664 -4.51051 4.50731 0.095
H 3.20894 -7.26423 3.82282 0.103
H 2.49681 -6.23951 2.70214 0.106
H 0.99259 -7.86943 3.21551 0.106
H 1.37583 -7.80224 5.02385 0.112
H -0.16183 -6.52744 5.48072 0.092
H -0.06314 -5.37655 4.19952 0.093
H -2.26260 -6.71623 4.37377 0.062
H -1.43986 -6.86018 2.73810 0.062
H -1.30622 -8.16982 3.81054 0.059
C -5.58572 9.87475 4.34303 -0.103
C -6.21711 9.39315 3.03101 -0.285
C -5.93879 7.96217 2.64944 -0.255
C -6.79241 7.55329 1.44690 -0.240
C -6.44750 6.27045 0.70387 -0.252
C -6.75445 5.02950 1.56810 -0.116
H -4.50098 9.90122 4.23947 0.069
H -5.84698 9.21962 5.17409 0.070
H -5.97098 10.86920 4.56831 0.065
H -7.30074 9.42966 3.14286 0.104
H -6.01237 9.97853 2.13463 0.107
H -6.04262 7.30162 3.51024 0.105
H -4.87922 7.77939 2.47056 0.114
H -7.84286 7.61120 1.73204 0.113
H -6.64950 8.36377 0.73220 0.103
H -7.08459 6.16700 -0.17448 0.101
H -5.39291 6.30894 0.43102 0.105
H -7.82668 4.87328 1.68651 0.070
H -6.36459 4.14775 1.05955 0.061
H -6.26160 4.99969 2.53986 0.063
C -1.40727 -0.12924 -1.31732 -0.105
C -0.64717 -1.04272 -0.33135 -0.264
C 0.67698 -0.44501 0.25227 -0.200
C 1.86738 -0.13901 -0.75607 -0.211
C 2.19453 -1.39128 -1.60863 -0.281
C 3.42020 -1.28911 -2.49052 -0.114
H -1.44501 0.77711 -0.71301 0.067
H -2.44398 -0.43879 -1.44967 0.068
H -0.82995 -0.02384 -2.23585 0.068
H -1.21088 -1.10974 0.59916 0.097
H -0.49162 -1.97143 -0.88035 0.091
H 1.16607 -1.08146 0.98971 0.097
H 0.44492 0.52095 0.70079 0.095
H 1.60522 0.68414 -1.42075 0.097
H 2.78265 0.20187 -0.27215 0.100
H 2.23867 -2.23241 -0.91678 0.105
H 1.34033 -1.58982 -2.25595 0.091
H 3.20946 -1.71575 -3.47117 0.065
H 3.80111 -0.27579 -2.61770 0.071
H 4.20713 -1.94657 -2.12094 0.064
C -9.68331 -2.47980 9.07834 -0.120
C -9.29138 -3.07618 7.72171 -0.278
C -9.01841 -2.02786 6.64084 -0.228
C -8.74364 -2.70608 5.30528 -0.242
C -8.69985 -1.78016 4.12556 -0.315
C -8.40278 -2.50603 2.90991 -0.150
H -9.02516 -1.69475 9.45068 0.067
H -9.76941 -3.21318 9.88010 0.063
H -10.68619 -2.05507 9.03429 0.066
H -8.39134 -3.68005 7.83738 0.102
H -10.01160 -3.85109 7.45926 0.103
H -8.18694 -1.43143 7.01638 0.113
H -9.84574 -1.32485 6.54392 0.112
H -7.84462 -3.31834 5.37587 0.119
H -9.53952 -3.44808 5.24119 0.113
H -9.61387 -1.18703 4.09615 0.118
H -7.85390 -1.09468 4.17646 0.115
H -7.43168 -2.99895 2.95564 0.084
H -9.20329 -3.23527 2.78541 0.079
H -8.43632 -1.90582 2.00065 0.077
C -2.65275 -1.11891 8.23674 -0.128
C -3.62174 -1.64078 9.26328 -0.323
C -3.00374 -2.33888 10.43276 -0.198
C -4.17884 -2.79442 11.43937 -0.194
C -3.82582 -3.72644 12.61884 -0.300
C -5.04682 -4.09562 13.44056 -0.119
H -1.89638 -0.49780 8.71657 0.068
H -3.21180 -0.53544 7.50521 0.072
H -2.05288 -1.88846 7.75091 0.072
H -4.25446 -0.80378 9.55860 0.113
H -4.22608 -2.36228 8.71346 0.107
H -2.23146 -1.68943 10.84494 0.107
H -2.49112 -3.23505 10.08319 0.108
H -4.59714 -1.97868 12.02903 0.102
H -4.97278 -3.26139 10.85655 0.103
H -3.25683 -4.58611 12.26484 0.097
H -3.05657 -3.21584 13.19819 0.103
H -5.88511 -4.51450 12.88387 0.072
H -4.86648 -4.89013 14.16466 0.066
H -5.27425 -3.17467 13.97743 0.073
C -0.65604 4.45710 -8.00483 -0.117
C -0.56817 3.16563 -8.81694 -0.249
C 0.64310 3.10882 -9.81364 -0.219
C 0.52855 4.15464 -10.89357 -0.268
C 1.76927 4.45298 -11.69018 -0.281
C 1.51885 5.45124 -12.80821 -0.114
H 0.23126 4.61361 -7.39140 0.071
H -1.52651 4.42657 -7.34951 0.068
H -0.70550 5.36238 -8.60990 0.057
H -0.47304 2.34602 -8.10469 0.095
H -1.46492 2.92240 -9.38683 0.100
H 0.66530 2.12468 -10.28170 0.106
H 1.58811 3.22748 -9.28357 0.108
H -0.34289 3.89510 -11.49468 0.122
H 0.29885 5.11097 -10.42369 0.097
H 2.55974 4.75918 -11.00498 0.111
H 2.07886 3.49468 -12.10718 0.107
H 2.44450 5.56723 -13.37197 0.065
H 0.81733 5.10256 -13.56610 0.071
H 1.17468 6.41035 -12.42124 0.073
Cl 5.72701 4.55618 -2.62819 0.583
C 4.65510 5.21896 -3.84728 -0.706
C 5.48198 5.95469 -4.82241 -0.718
Cl 4.56134 6.46548 -6.25055 0.551
H 4.00144 5.95753 -3.38323 0.076
H 4.02026 4.43289 -4.25615 0.076
H 6.37583 5.44135 -5.17683 0.066
H 5.84558 6.87676 -4.36889 0.070
Cl 3.70791 3.44560 8.05346 0.541
C 3.94773 1.71595 7.67295 -0.667
C 3.62337 1.57166 6.23091 -0.631
Cl 5.09134 2.12871 5.28146 0.491
H 3.23195 1.23108 8.33678 0.069
H 4.95183 1.36891 7.91676 0.071
H 2.80962 2.24528 5.96233 0.053
H 3.42435 0.54477 5.92435 0.072
Cl -0.36960 -4.84144 -8.92512 0.583
C -0.12202 -5.70789 -7.46002 -0.724
C 0.81565 -6.92921 -7.62325 -0.667
Cl 2.47643 -6.45325 -8.05140 0.535
H -1.10635 -6.08668 -7.18484 0.065
H 0.19859 -5.05465 -6.64850 0.073
H 0.44220 -7.63625 -8.36399 0.065
H 0.71946 -7.52982 -6.71876 0.070
Cl 9.70009 -4.92922 1.54535 0.544
C 8.86585 -4.83258 -0.02251 -0.665
C 8.13316 -6.15643 -0.24931 -0.671
Cl 7.75038 -6.29329 -1.98343 0.538
H 9.55326 -4.71356 -0.86001 0.061
H 8.20956 -3.97684 0.13588 0.066
H 7.17770 -6.26525 0.26387 0.067
H 8.77770 -7.00003 -0.00233 0.059
Cl -0.42319 5.44349 4.01544 0.575
C 0.87936 6.42755 3.47370 -0.731
C 1.52393 6.16319 2.08435 -0.603
Cl 0.27227 6.11764 0.76972 0.495
H 1.71508 6.39281 4.17259 0.070
H 0.46145 7.43127 3.55124 0.060
H 2.27807 5.37622 2.07778 0.075
H 2.10746 7.04188 1.80956 0.057
C 2.13750 -9.41132 -2.00539 0.033
N 0.78483 -8.85258 -1.71772 -0.452
O -0.08620 -9.64410 -1.37762 0.059
O 0.70872 -7.64949 -1.79031 0.069
H 2.35025 -10.26862 -1.36672 0.094
H 2.92208 -8.67302 -1.83968 0.097
H 2.08206 -9.81622 -3.01587 0.100
```